<one>
C4H7NO | ωB97M-V/def2-TZVPD

## Properties
Multiplicity: 1
SMILES string: C1N[C@H]1[C@H]1CO1
LUMO level (eV): 1.15

Atoms and positions in Å:
C  1.164  0.893  -1.020
N  0.663  -0.401  -1.490
C  -0.215  0.463  -0.725
C  -0.421  0.198  0.734
C  -1.144  -0.966  1.259
O  0.281  -0.918  1.263
H  1.856  0.885  -0.176
H  1.358  1.661  -1.761
H  0.993  -1.123  -0.848
H  -1.064  0.900  -1.251
H  -0.264  1.129  1.274
H  -1.615  -0.979  2.243
H  -1.570  -1.675  0.547

***

<two>
C4H7NO | ωB97M-V/def2-TZVPD

## Properties
Multiplicity: 1
SMILES string: CCC=O.C#N
LUMO level (eV): 1.03

Atoms and positions in Å:
C  -1.640  -0.378  0.191
C  -0.579  0.556  -0.393
C  0.527  0.980  0.526
O  1.623  1.348  0.165
H  -1.357  -1.432  0.105
H  -2.585  -0.240  -0.343
H  -1.825  -0.163  1.251
H  -0.184  0.199  -1.348
H  -1.011  1.555  -0.568
H  0.239  1.031  1.599
C  2.292  -1.144  -0.397
N  1.328  -1.770  -0.501
H  3.172  -0.543  -0.287

***

Result of the stability comparison: <one> is the least stable of them.

***

<one>
C4H7NO | ωB97M-V/def2-TZVPD

## Properties
Multiplicity: 1
LUMO level (eV): 0.82

Atoms and positions in Å:
C  -0.053  1.190  0.271
O  -0.182  0.860  -1.100
C  -1.113  -0.177  -0.892
C  0.220  -1.163  0.511
N  1.490  -0.820  -0.034
C  0.795  0.094  0.917
H  -1.117  0.676  0.518
H  0.379  2.214  0.377
H  -2.130  0.295  -1.009
H  -1.043  -1.006  -1.551
H  0.133  -2.113  1.065
H  1.363  -0.372  -0.947
H  1.257  0.323  1.874

***

<two>
C4H7NO | ωB97M-V/def2-TZVPD

## Properties
Multiplicity: 1
LUMO level (eV): 0.72

Atoms and positions in Å:
C  -1.191  -0.696  0.273
O  -0.009  -1.480  0.433
C  1.039  -0.873  -0.275
C  0.415  1.179  1.032
N  0.694  0.554  -0.362
C  -0.689  0.735  0.141
H  -1.809  -0.860  1.169
H  -1.753  -0.998  -0.638
H  1.954  -0.986  0.317
H  1.151  -1.285  -1.295
H  0.570  2.258  0.886
H  0.940  1.051  -1.215
H  -1.313  1.400  -0.466

***

Result of the stability comparison: <one> is the least stable of them.

***

<one>
C4H12 | ωB97M-V/def2-TZVPD

## Properties
Multiplicity: 1
SMILES string: CC.CC
LUMO level (eV): 1.14

Atoms and positions in Å:
C  1.624  -0.754  1.749
C  0.155  -0.993  2.024
H  2.253  -1.623  1.977
H  1.813  -0.565  0.689
H  2.047  0.092  2.288
H  -0.287  -1.765  1.396
H  -0.415  -0.070  1.845
H  -0.031  -1.145  3.084
C  -1.027  0.173  -2.189
C  -0.720  1.505  -1.514
H  -1.694  0.369  -3.047
H  -0.210  -0.373  -2.676
H  -1.570  -0.499  -1.537
H  0.097  2.032  -1.997
H  -1.578  2.159  -1.633
H  -0.459  1.456  -0.457

***

<two>
C4H12 | ωB97M-V/def2-TZVPD

## Properties
Multiplicity: 1
SMILES string: CC.CC
LUMO level (eV): 1.10

Atoms and positions in Å:
C  -1.178  -0.446  -0.415
C  -2.515  -0.187  -0.982
H  -0.706  0.390  0.164
H  -1.148  -1.411  0.209
H  -0.478  -0.634  -1.162
H  -3.260  -0.079  -0.045
H  -2.731  -1.018  -1.637
H  -2.543  0.672  -1.645
C  1.646  -0.336  0.955
C  2.021  0.977  0.417
H  0.559  -0.376  1.345
H  1.844  -1.188  0.237
H  2.299  -0.528  1.813
H  1.424  1.399  -0.502
H  1.764  1.655  1.148
H  3.131  1.071  0.227

***

Result of the stability comparison: <two> is the least stable of them.

***

<one>
C4H12 | ωB97M-V/def2-TZVPD

## Properties
Multiplicity: 1
SMILES string: CC.CC
LUMO level (eV): 1.15

Atoms and positions in Å:
C  -0.513  0.928  -1.279
C  -1.797  1.488  -1.862
H  -0.605  0.015  -0.705
H  0.318  0.870  -1.975
H  -0.064  1.682  -0.606
H  -2.474  1.846  -1.090
H  -2.356  0.717  -2.376
H  -1.579  2.363  -2.470
C  0.527  -1.259  2.005
C  1.718  -1.231  1.048
H  -0.347  -0.787  1.571
H  0.333  -2.275  2.357
H  0.801  -0.790  2.958
H  1.783  -2.162  0.503
H  1.601  -0.387  0.366
H  2.657  -1.019  1.557

***

<two>
C4H12 | ωB97M-V/def2-TZVPD

## Properties
Multiplicity: 1
SMILES string: CC.CC
LUMO level (eV): 1.10

Atoms and positions in Å:
C  -1.105  2.519  1.220
C  -0.589  1.966  -0.102
H  -1.373  3.570  1.285
H  -1.978  1.955  1.520
H  -0.361  2.272  1.989
H  -1.314  2.226  -0.881
H  -0.504  0.882  -0.071
H  0.381  2.358  -0.390
C  0.416  -2.233  0.022
C  1.327  -2.235  -1.186
H  0.862  -2.237  1.020
H  -0.095  -1.271  0.154
H  -0.314  -3.039  -0.014
H  0.736  -2.481  -2.070
H  2.117  -2.988  -1.155
H  1.793  -1.264  -1.340

***

<three>
C4H12 | ωB97M-V/def2-TZVPD

## Properties
Multiplicity: 1
SMILES string: CC.CC
LUMO level (eV): 1.12

Atoms and positions in Å:
C  -0.499  0.806  -1.365
C  -1.179  1.665  -2.437
H  -0.508  1.245  -0.251
H  -0.699  -0.326  -1.301
H  0.511  0.751  -1.695
H  -0.736  1.540  -3.468
H  -1.261  2.653  -2.139
H  -2.276  1.323  -2.471
C  0.132  -1.390  1.636
C  1.529  -1.038  2.104
H  0.036  -1.449  0.574
H  -0.167  -2.518  2.083
H  -0.578  -0.688  1.918
H  2.306  -1.563  1.624
H  1.671  0.236  2.040
H  1.717  -1.246  3.148

***

<four>
C4H12 | ωB97M-V/def2-TZVPD

## Properties
Multiplicity: 1
SMILES string: CC.CC
LUMO level (eV): 1.18

Atoms and positions in Å:
C  0.616  -1.705  1.641
C  1.319  -0.423  1.241
H  -0.407  -1.676  1.221
H  0.981  -2.638  1.208
H  0.400  -1.883  2.693
H  1.929  -0.624  0.364
H  1.886  -0.061  2.098
H  0.621  0.362  0.960
C  -0.224  1.033  -1.848
C  -1.499  1.048  -1.016
H  -0.454  1.754  -2.635
H  0.601  1.319  -1.209
H  -0.059  0.108  -2.398
H  -1.465  1.858  -0.276
H  -1.809  0.099  -0.586
H  -2.436  1.430  -1.459

***

Result of the stability comparison: <three> is the least stable of them.

***

<one>
C4H12 | ωB97M-V/def2-TZVPD

## Properties
Multiplicity: 1
SMILES string: CC.CC
LUMO level (eV): 1.12

Atoms and positions in Å:
C  -0.763  0.712  -2.181
C  -0.395  -0.757  -2.438
H  -1.468  0.844  -1.352
H  0.166  1.222  -1.891
H  -1.127  1.207  -3.075
H  -0.162  -1.267  -1.506
H  0.515  -0.781  -3.042
H  -1.164  -1.287  -2.997
C  0.234  -0.702  2.155
C  0.831  0.690  2.459
H  0.875  -1.476  2.573
H  -0.750  -0.788  2.607
H  0.224  -0.850  1.082
H  1.088  1.264  1.570
H  1.768  0.661  3.025
H  0.130  1.307  3.012

***

<two>
C4H12 | ωB97M-V/def2-TZVPD

## Properties
Multiplicity: 1
SMILES string: CC.CC
LUMO level (eV): 1.13

Atoms and positions in Å:
C  1.548  -1.615  0.453
C  0.419  -2.424  -0.263
H  2.085  -1.068  -0.286
H  1.220  -1.032  1.314
H  2.214  -2.313  0.961
H  0.646  -3.480  -0.198
H  0.313  -1.968  -1.245
H  -0.551  -2.241  0.176
C  -0.457  2.574  -0.211
C  -1.506  1.479  -0.017
H  -0.893  3.541  0.029
H  0.363  2.423  0.490
H  -0.081  2.555  -1.217
H  -2.508  1.733  -0.374
H  -1.715  1.190  1.015
H  -1.216  0.596  -0.591

***

<three>
C4H12 | ωB97M-V/def2-TZVPD

## Properties
Multiplicity: 1
SMILES string: CC.CC
LUMO level (eV): 1.13

Atoms and positions in Å:
C  -1.340  -0.652  -0.914
C  -1.112  -0.970  -2.398
H  -0.631  -1.217  -0.292
H  -1.327  0.416  -0.735
H  -2.246  -1.135  -0.534
H  -1.755  -0.278  -2.944
H  -1.221  -2.031  -2.582
H  -0.109  -0.645  -2.684
C  1.763  0.888  1.088
C  0.699  0.738  2.229
H  1.845  -0.101  0.655
H  1.242  1.541  0.362
H  2.631  1.505  1.280
H  1.215  0.125  2.968
H  0.575  1.740  2.656
H  -0.294  0.446  1.916

***

<four>
C4H12 | ωB97M-V/def2-TZVPD

## Properties
Multiplicity: 1
SMILES string: CC.CC
LUMO level (eV): 1.12

Atoms and positions in Å:
C  0.189  -2.701  0.450
C  0.003  -1.519  1.427
H  0.255  -3.670  0.932
H  -0.698  -2.716  -0.187
H  1.026  -2.533  -0.220
H  -0.491  -0.753  0.832
H  0.970  -1.169  1.783
H  -0.634  -1.701  2.287
C  0.523  2.071  -1.338
C  -0.714  2.088  -0.485
H  1.187  1.237  -1.153
H  0.353  2.287  -2.394
H  1.162  2.952  -1.137
H  -1.441  1.422  -0.964
H  -1.222  3.035  -0.328
H  -0.467  1.671  0.492

***

Result of the stability comparison: <three> is the least stable of them.

***

<one>
C4H12 | ωB97M-V/def2-TZVPD

## Properties
Multiplicity: 1
SMILES string: CC.CC
LUMO level (eV): 1.07

Atoms and positions in Å:
C  1.724  1.324  -1.191
C  0.273  0.906  -1.688
H  2.143  0.415  -0.508
H  2.592  1.801  -1.831
H  1.708  2.166  -0.444
H  0.217  1.388  -2.694
H  -0.514  0.916  -1.029
H  0.351  -0.164  -1.804
C  -1.207  -1.379  2.128
C  -1.000  -0.805  0.645
H  -0.639  -2.266  2.288
H  -0.705  -0.628  2.910
H  -2.150  -1.696  2.226
H  -0.964  -1.625  0.012
H  -0.050  -0.153  0.495
H  -1.779  -0.199  0.485

***

<two>
C4H12 | ωB97M-V/def2-TZVPD

## Properties
Multiplicity: 1
SMILES string: CC.CC
LUMO level (eV): 1.12

Atoms and positions in Å:
C  -0.617  2.537  0.562
C  -1.228  2.069  -0.766
H  0.469  2.421  0.537
H  -0.838  3.578  0.806
H  -0.890  1.898  1.405
H  -0.461  1.699  -1.442
H  -1.959  1.265  -0.654
H  -1.697  2.886  -1.310
C  0.346  -1.857  -0.153
C  1.469  -2.783  0.332
H  -0.645  -2.263  0.064
H  0.319  -0.921  0.418
H  0.445  -1.567  -1.194
H  2.318  -2.182  0.654
H  1.806  -3.435  -0.468
H  1.162  -3.346  1.209

***

<three>
C4H12 | ωB97M-V/def2-TZVPD

## Properties
Multiplicity: 1
SMILES string: CC.CC
LUMO level (eV): 1.17

Atoms and positions in Å:
C  0.867  0.090  1.663
C  2.239  0.115  0.988
H  0.724  0.966  2.299
H  0.130  -0.047  0.885
H  0.823  -0.692  2.428
H  2.579  -0.876  0.730
H  3.035  0.655  1.513
H  2.240  0.699  0.058
C  -1.151  -0.378  -1.909
C  -1.950  0.171  -0.722
H  -0.081  -0.435  -1.667
H  -1.454  -1.342  -2.297
H  -1.127  0.353  -2.721
H  -1.532  0.196  0.270
H  -2.282  1.202  -0.874
H  -2.873  -0.411  -0.784

***

<four>
C4H12 | ωB97M-V/def2-TZVPD

## Properties
Multiplicity: 1
SMILES string: CC.CC
LUMO level (eV): 1.10

Atoms and positions in Å:
C  1.009  1.563  -1.057
C  -0.303  2.475  -1.039
H  1.722  2.401  -1.164
H  1.284  0.945  -0.180
H  1.091  0.903  -1.934
H  0.142  3.459  -0.763
H  -0.981  1.975  -0.252
H  -0.887  2.688  -1.984
C  -0.740  -2.191  0.438
C  0.103  -1.928  1.700
H  -0.403  -1.683  -0.485
H  -0.912  -3.280  0.250
H  -1.875  -1.851  0.532
H  0.644  -2.771  1.835
H  0.715  -1.110  1.473
H  -0.608  -1.596  2.629

***

Result of the stability comparison: <one> is the least stable of them.